Density functional theory data (wB97M-V/def2-TZVPD) for C25H34I2N2O6PtSi4Te as an isolated structure.

LUMO energy (eV): -0.3

The geometry in ORCA input format:
```
! wB97M-V def2-TZVPD RIJCOSX def2/J DEFGRID3
* xyz 0 1
Pt -1.802 -0.047 -0.159
O -3.584 3.963 4.308
C -3.014 3.167 3.386
C -1.699 2.734 3.465
C -1.202 1.905 2.478
N -1.914 1.500 1.407
C -3.187 1.949 1.348
C -3.765 2.759 2.299
C -4.052 1.576 0.145
O -5.237 1.819 0.174
O -3.381 1.083 -0.845
C 0.235 1.507 2.659
O 0.956 2.035 3.470
O 0.584 0.540 1.842
H -2.961 4.145 5.021
H -1.045 3.016 4.279
H -4.799 3.042 2.170
I -5.943 -2.074 2.758
C -5.327 -2.341 0.795
C -6.163 -2.994 -0.107
C -5.802 -3.192 -1.416
I -7.109 -4.229 -2.671
C -4.570 -2.683 -1.890
C -4.144 -2.783 -3.230
C -2.966 -2.221 -3.628
C -2.201 -1.525 -2.693
N -2.556 -1.427 -1.424
C -3.726 -2.004 -0.974
C -4.053 -1.864 0.451
O -3.235 -1.361 1.281
H -7.118 -3.360 0.245
H -4.775 -3.298 -3.941
H -2.628 -2.273 -4.653
H -1.293 -1.018 -2.980
C 5.285 -0.360 1.364
Si 3.654 -0.922 2.115
C 3.531 -0.418 3.913
C 3.465 -2.776 1.908
Si 1.959 0.181 0.905
Te 0.472 -1.452 -0.331
Si 1.572 -1.255 -2.599
C 3.412 -1.180 -2.264
C 0.899 0.208 -3.567
C 1.197 -2.877 -3.453
Si 2.428 2.263 -0.129
C 3.130 3.326 1.254
C 3.716 2.254 -1.499
C 0.796 2.949 -0.764
H 6.126 -0.818 1.890
H 5.404 0.723 1.426
H 5.357 -0.648 0.313
H 4.223 -1.021 4.506
H 2.524 -0.571 4.304
H 3.779 0.635 4.052
H 4.264 -3.288 2.451
H 3.525 -3.070 0.858
H 2.509 -3.133 2.293
H 3.697 -0.374 -1.592
H 3.960 -1.043 -3.200
H 3.736 -2.125 -1.822
H 1.656 0.983 -3.687
H 0.042 0.668 -3.071
H 0.592 -0.113 -4.565
H 1.514 -3.718 -2.834
H 1.737 -2.929 -4.402
H 0.133 -2.999 -3.665
H 4.177 3.077 1.442
H 2.587 3.223 2.193
H 3.087 4.374 0.947
H 4.642 1.748 -1.220
H 3.963 3.300 -1.703
H 3.351 1.816 -2.426
H 0.018 2.188 -0.867
H 0.951 3.404 -1.746
H 0.412 3.723 -0.096
*
```

In the Löwdin picture, each atom carries the following charge in e: 0.893, 0.105, -0.270, 0.079, -0.138, 0.059, -0.146, 0.097, -0.599, 0.092, -0.151, -0.503, 0.107, -0.305, 0.120, 0.133, 0.143, 0.903, -0.657, -0.234, -0.684, 0.899, -0.206, -0.032, -0.036, -0.150, -0.113, -0.101, -0.485, -0.183, 0.075, 0.055, 0.112, 0.056, -0.211, 0.401, -0.205, -0.224, 0.273, 0.915, 0.243, -0.220, -0.208, -0.227, 0.435, -0.199, -0.210, -0.197, 0.035, 0.021, 0.019, 0.034, 0.033, 0.034, 0.035, 0.017, 0.032, -0.022, 0.048, 0.037, 0.020, 0.014, 0.040, 0.034, 0.040, 0.018, 0.028, 0.012, 0.039, 0.027, 0.041, 0.006, -0.015, 0.036, 0.037


Density functional theory data (wB97M-V/def2-TZVPD) for C25H34IrN3O8S2 as an isolated structure at a distorted geometry.

LUMO energy (alpha / beta) (eV): -8.7 / -11.7

The geometry in ORCA input format:
```
! wB97M-V def2-TZVPD RIJCOSX def2/J DEFGRID3
* xyz 3 6
Ir 1.263 -0.531 -0.059
O 2.350 -1.852 3.620
C 2.228 -1.224 2.420
O 1.064 -0.968 1.953
C 3.469 -0.860 1.717
C 4.786 -1.219 1.937
C 5.759 -0.985 0.910
C 5.467 -0.319 -0.297
C 4.080 -0.037 -0.454
N 3.116 -0.308 0.502
C 3.393 0.240 -1.696
O 3.968 0.797 -2.768
O 2.175 -0.068 -1.834
H 1.443 -2.097 3.901
H 5.073 -1.683 2.854
H 6.766 -1.388 1.099
H 6.214 -0.066 -1.021
H 4.924 0.974 -2.571
C -3.479 -1.040 -5.158
O -2.911 -2.325 -4.718
C -2.269 -2.507 -3.540
C -2.080 -3.867 -3.164
C -1.069 -4.199 -2.245
C -0.351 -3.151 -1.608
C 0.808 -3.455 -0.859
C 1.255 -4.907 -0.595
O 1.602 -2.526 -0.376
C -0.933 -1.818 -1.724
O -0.573 -0.858 -0.825
C -1.808 -1.467 -2.747
H -4.295 -1.300 -5.828
H -2.684 -0.417 -5.593
H -3.872 -0.541 -4.268
H -2.629 -4.672 -3.618
H -0.866 -5.261 -2.054
H 0.343 -5.523 -0.496
H 1.861 -5.051 0.317
H 1.871 -5.297 -1.390
H -2.043 -0.393 -2.901
C 0.975 3.470 -2.922
C 0.701 4.399 -1.719
C 0.812 3.749 -0.354
S -0.328 2.327 -0.144
O 0.848 1.386 0.477
C -1.248 2.736 1.416
C -2.086 3.983 1.273
C -2.971 3.903 0.041
H 0.907 4.025 -3.874
H 0.262 2.622 -2.991
H 1.979 2.984 -2.844
H -0.341 4.813 -1.834
H 1.427 5.211 -1.831
H 0.526 4.421 0.464
H 1.806 3.318 -0.196
H -0.500 2.803 2.242
H -1.889 1.862 1.631
H -1.519 4.934 1.324
H -2.691 4.100 2.191
H -2.415 3.856 -0.895
H -3.615 4.768 0.049
H -3.611 3.018 0.136
S -2.622 -1.329 1.385
C -2.493 -0.888 2.998
N -3.465 -1.196 3.881
C -3.264 -0.651 5.182
C -1.879 0.046 5.067
N -1.582 -0.150 3.615
H -4.248 -1.748 3.620
H -3.190 -1.357 6.030
H -4.018 0.074 5.454
H -1.165 -0.511 5.688
H -1.825 1.110 5.399
H -0.692 0.079 3.220
*
```

In the Löwdin picture, each atom carries the following charge in e: 1.706, 0.154, -0.373, -0.141, -0.158, 0.081, 0.008, 0.082, -0.153, -0.087, -0.395, 0.184, -0.062, 0.145, 0.134, 0.135, 0.130, 0.158, 0.015, -0.040, -0.224, 0.076, 0.043, -0.098, -0.238, 0.033, -0.137, -0.265, -0.283, 0.081, 0.109, 0.109, 0.088, 0.137, 0.133, 0.091, 0.107, 0.106, 0.150, -0.099, -0.276, -0.290, 1.091, -0.665, -0.330, -0.297, -0.093, 0.095, 0.064, 0.077, 0.122, 0.127, 0.099, 0.105, 0.118, 0.074, 0.124, 0.133, 0.058, 0.091, 0.090, 1.030, -0.754, 0.054, -0.108, -0.060, 0.063, 0.153, 0.148, 0.132, 0.126, 0.145, 0.115


Density functional theory data (wB97M-V/def2-TZVPD) for C25H34MnN4O6SSi as an isolated structure at a distorted geometry.

LUMO energy (alpha / beta) (eV): 4.5 / 4.5

The geometry in ORCA input format:
```
! wB97M-V def2-TZVPD RIJCOSX def2/J DEFGRID3
* xyz -2 6
Mn 0.150 0.020 -0.561
O -0.818 -1.497 -3.951
S -0.810 -0.471 -2.921
O -1.713 0.648 -3.215
O -1.197 -1.067 -1.563
O 0.582 0.071 -2.669
C 2.308 0.591 3.825
Si 1.082 -0.445 2.811
C 0.413 -1.719 4.033
C 3.051 -2.259 2.040
N -0.085 0.429 1.979
C -1.075 1.158 2.529
C -1.222 1.488 3.904
C -2.255 2.284 4.388
C -3.200 2.811 3.524
C -3.095 2.521 2.159
C -2.086 1.708 1.684
O -1.897 1.429 0.340
C -2.906 1.781 -0.538
C -2.650 2.770 -1.466
C -3.629 3.112 -2.387
C -4.856 2.464 -2.376
C -5.090 1.454 -1.450
C -4.114 1.108 -0.530
H 3.208 0.011 4.060
H 1.881 0.949 4.769
H 2.620 1.467 3.243
H 1.217 -2.203 4.601
H -0.127 -2.491 3.475
H -0.285 -1.269 4.747
H 3.245 -2.157 3.113
H 3.991 -2.083 1.504
H 2.755 -3.290 1.839
H -0.478 1.098 4.592
H -2.313 2.494 5.452
H -4.004 3.442 3.884
H -3.815 2.938 1.467
H -1.666 3.220 -1.486
H -3.421 3.868 -3.135
H -5.613 2.719 -3.108
H -6.032 0.918 -1.458
H -4.263 0.305 0.180
N 2.266 -2.072 -0.508
C 2.590 -3.051 -1.270
N 3.635 -2.756 -2.144
C 4.434 -1.545 -2.051
C 5.684 -1.790 -1.200
C 6.487 -2.963 -1.772
C 5.596 -4.202 -1.910
C 4.349 -3.861 -2.728
H 3.808 -0.758 -1.632
H 4.741 -1.239 -3.061
H 5.358 -2.038 -0.186
H 6.303 -0.887 -1.141
H 7.357 -3.178 -1.142
H 6.868 -2.686 -2.764
H 5.260 -4.522 -0.917
H 6.149 -5.032 -2.368
H 3.665 -4.705 -2.783
H 4.658 -3.591 -3.749
C 2.971 3.008 -0.120
C 1.531 2.803 0.260
C 0.961 3.538 1.438
O 0.858 2.004 -0.327
H 3.230 4.068 -0.141
H 3.162 2.546 -1.087
H 3.596 2.522 0.634
H 1.582 4.380 1.747
H 0.870 2.817 2.255
H -0.051 3.875 1.212
N 2.035 -1.306 1.628
C 1.625 -1.293 0.286
*
```

In the Löwdin picture, each atom carries the following charge in e: 0.828, -0.376, 0.265, -0.377, -0.456, -0.444, -0.170, 0.329, -0.168, -0.134, -0.044, -0.339, -0.066, -0.149, -0.149, -0.043, -0.199, -0.032, -0.290, -0.014, -0.090, -0.110, -0.088, -0.008, 0.009, 0.012, 0.006, 0.013, 0.029, 0.009, 0.054, 0.057, 0.079, 0.071, 0.081, 0.074, 0.105, 0.122, 0.097, 0.086, 0.092, 0.130, -0.016, -0.124, -0.179, -0.180, -0.192, -0.226, -0.204, -0.232, 0.105, 0.114, 0.087, 0.098, 0.093, 0.101, 0.106, 0.094, 0.096, 0.109, -0.002, -0.463, 0.004, 0.009, 0.075, 0.089, 0.089, 0.075, 0.069, 0.094, -0.210, -0.277


Density functional theory data (wB97M-V/def2-TZVPD) for C25H34N4O4S2 in the gas phase at a distorted geometry.

SMILES string: CC1(C)Cc2c(sc(NC(=O)c3ccc(S(=O)(=O)N4CCCCCC4)cc3)c2C(N)=O)C(C)(C)N1
LUMO energy (eV): 0.1

The geometry in ORCA input format:
```
! wB97M-V def2-TZVPD RIJCOSX def2/J DEFGRID3
* xyz 0 1
C -0.065 -1.316 -3.733
H -0.774 -0.901 -4.444
H 0.744 -0.606 -3.586
H 0.350 -2.231 -4.150
C -0.768 -1.604 -2.403
N -1.961 -2.373 -2.721
H -1.723 -3.193 -3.267
C -2.914 -2.735 -1.678
C -2.859 -1.711 -0.590
C -2.116 -0.574 -0.610
C -2.305 0.244 0.544
C -3.183 -0.321 1.434
N -3.548 0.120 2.698
C -2.736 0.576 3.710
O -3.228 0.997 4.733
C -1.270 0.547 3.448
C -0.521 1.675 3.768
C 0.837 1.701 3.507
C 1.440 0.591 2.946
C 0.720 -0.559 2.686
C -0.639 -0.586 2.941
H -1.204 -1.488 2.756
H 1.236 -1.422 2.299
S 3.177 0.674 2.480
O 3.837 1.591 3.362
O 3.677 -0.666 2.379
N 3.181 1.335 0.959
C 2.785 2.725 0.899
H 1.711 2.795 0.675
C 3.586 3.522 -0.130
H 3.172 4.532 -0.160
C 3.564 2.916 -1.532
H 2.533 2.745 -1.847
C 4.364 1.614 -1.605
C 3.550 0.358 -1.299
H 2.926 0.106 -2.160
C 2.632 0.486 -0.073
H 2.498 -0.504 0.365
H 1.649 0.871 -0.364
H 4.247 -0.465 -1.139
H 4.790 1.500 -2.605
H 5.193 1.676 -0.899
H 4.003 3.643 -2.220
H 4.622 3.593 0.207
H 2.974 3.143 1.889
H 1.439 2.562 3.744
H -1.018 2.527 4.207
H -4.515 -0.017 2.969
S -3.795 -1.849 0.862
C -1.614 1.543 0.734
O -0.453 1.732 0.423
N -2.386 2.529 1.244
H -3.338 2.380 1.525
H -1.965 3.427 1.417
C -1.226 -0.282 -1.769
H -0.371 0.306 -1.440
H -1.778 0.298 -2.514
C -2.668 -4.139 -1.096
H -1.695 -4.197 -0.615
H -3.432 -4.378 -0.360
H -2.710 -4.881 -1.891
C -4.314 -2.703 -2.320
H -5.078 -2.938 -1.582
H -4.505 -1.716 -2.731
H -4.365 -3.429 -3.127
C 0.215 -2.319 -1.460
H -0.196 -2.400 -0.457
H 1.145 -1.760 -1.399
H 0.437 -3.317 -1.833
*
```

In the natural (NBO) picture, each atom carries the following charge in e: -0.601, 0.219, 0.210, 0.205, 0.137, -0.650, 0.366, 0.091, -0.168, -0.024, -0.213, 0.022, -0.651, 0.674, -0.573, -0.165, -0.161, -0.219, -0.227, -0.241, -0.124, 0.216, 0.243, 2.328, -0.940, -0.942, -0.678, -0.245, 0.208, -0.393, 0.208, -0.407, 0.196, -0.404, -0.390, 0.195, -0.255, 0.228, 0.212, 0.210, 0.209, 0.207, 0.211, 0.203, 0.228, 0.241, 0.231, 0.420, 0.421, 0.689, -0.638, -0.813, 0.404, 0.408, -0.441, 0.245, 0.226, -0.618, 0.218, 0.209, 0.209, -0.591, 0.201, 0.221, 0.209, -0.628, 0.209, 0.211, 0.206


Density functional theory data (wB97M-V/def2-TZVPD) for C25H34N6O in the gas phase.

SMILES string: CCCn1ncc(CN2CCC(n3nccc3NC(=O)CCc3ccccc3)CC2)c1C
LUMO energy (eV): 0.5

The geometry in ORCA input format:
```
! wB97M-V def2-TZVPD RIJCOSX def2/J DEFGRID3
* xyz 0 1
C -5.093 3.485 -0.457
C -4.468 4.621 0.342
H -4.790 4.559 1.382
H -4.794 5.581 -0.062
C -2.937 4.575 0.317
N -2.441 3.411 1.000
C -1.856 2.303 0.482
C -1.603 1.459 1.550
C -2.081 2.159 2.671
N -2.576 3.327 2.322
H -2.063 1.850 3.696
C -0.971 0.106 1.549
N 0.007 -0.013 2.617
C 0.483 -1.361 2.833
C 1.475 -1.841 1.762
H 1.842 -2.837 2.015
H 0.963 -1.914 0.801
C 2.649 -0.860 1.693
N 3.655 -1.274 0.742
C 3.628 -1.359 -0.614
C 4.861 -1.832 -1.018
C 5.568 -2.012 0.176
N 4.838 -1.679 1.219
H 6.570 -2.368 0.308
H 5.184 -2.005 -2.021
N 2.519 -0.990 -1.365
C 2.514 -0.814 -2.719
O 3.484 -0.962 -3.423
C 1.150 -0.421 -3.264
C 0.332 -1.677 -3.615
C -0.036 -2.463 -2.388
C 0.775 -3.497 -1.936
C 0.442 -4.207 -0.796
C -0.708 -3.891 -0.091
C -1.521 -2.860 -0.530
C -1.184 -2.149 -1.669
H -1.828 -1.350 -2.012
H -2.423 -2.611 0.011
H -0.970 -4.448 0.796
H 1.081 -5.009 -0.457
H 1.671 -3.748 -2.485
H 0.923 -2.296 -4.291
H -0.575 -1.365 -4.137
H 1.313 0.160 -4.172
H 0.605 0.194 -2.545
H 1.646 -0.902 -0.869
C 2.148 0.568 1.461
C 1.111 0.919 2.541
H 1.601 0.922 3.519
H 0.708 1.917 2.360
H 1.691 0.674 0.477
H 2.985 1.266 1.514
H 3.173 -0.888 2.657
H 0.978 -1.380 3.810
H -0.376 -2.035 2.873
H -0.553 -0.102 0.548
H -1.740 -0.650 1.741
C -1.582 2.135 -0.971
H -0.865 2.878 -1.322
H -1.169 1.145 -1.150
H -2.495 2.232 -1.557
H -2.570 4.567 -0.711
H -2.544 5.458 0.830
H -6.178 3.533 -0.398
H -4.776 2.522 -0.063
H -4.807 3.547 -1.506
*
```

In the natural (NBO) picture, each atom carries the following charge in e: -0.613, -0.403, 0.222, 0.204, -0.207, -0.171, 0.163, -0.162, -0.043, -0.273, 0.215, -0.224, -0.443, -0.212, -0.428, 0.226, 0.197, -0.055, -0.179, 0.304, -0.356, -0.047, -0.278, 0.207, 0.251, -0.625, 0.683, -0.596, -0.473, -0.418, -0.034, -0.212, -0.204, -0.225, -0.226, -0.186, 0.202, 0.216, 0.217, 0.220, 0.221, 0.226, 0.218, 0.240, 0.201, 0.414, -0.423, -0.225, 0.195, 0.220, 0.187, 0.227, 0.235, 0.195, 0.202, 0.161, 0.207, -0.655, 0.224, 0.225, 0.226, 0.202, 0.219, 0.217, 0.208, 0.195


Density functional theory data (wB97M-V/def2-TZVPD) for C25H34N6O5 in the gas phase at a distorted geometry.

SMILES string: CCOCCCN(C(=O)Cn1nnc(-c2ccc(C)o2)n1)[C@H](C(=O)NC1CCCC1)c1ccc(C)o1
LUMO energy (eV): 0.8

The geometry in ORCA input format:
```
! wB97M-V def2-TZVPD RIJCOSX def2/J DEFGRID3
* xyz 0 1
C -2.203 1.941 4.516
H -2.339 1.426 5.463
H -1.142 1.958 4.281
H -2.558 2.963 4.609
C -2.980 1.227 3.421
H -2.806 1.707 2.447
O -2.557 -0.123 3.367
C -3.157 -0.846 2.311
C -2.751 -2.313 2.405
H -3.330 -2.867 1.664
H -3.012 -2.689 3.394
C -1.250 -2.558 2.195
N -0.760 -2.099 0.911
C -0.015 -1.000 0.705
O 0.517 -0.747 -0.364
C 0.139 0.009 1.853
N 0.055 1.307 1.256
N -1.050 1.769 0.731
N -0.784 2.923 0.231
C 0.529 3.148 0.467
N 1.071 2.122 1.122
C 1.204 4.341 0.062
C 0.719 5.432 -0.615
C 1.809 6.315 -0.753
C 2.879 5.708 -0.155
O 2.516 4.511 0.341
C 4.289 6.145 0.017
H 4.966 5.432 -0.452
H 4.542 6.200 1.075
H 4.428 7.122 -0.435
H 1.804 7.273 -1.232
H -0.285 5.563 -0.959
H -0.650 -0.077 2.604
H 1.129 -0.083 2.305
C -1.155 -2.912 -0.247
C -1.615 -2.023 -1.360
C -1.494 -2.084 -2.714
C -2.131 -0.920 -3.218
C -2.593 -0.231 -2.137
O -2.295 -0.907 -1.006
C -3.301 1.067 -2.002
H -4.296 0.920 -1.580
H -2.745 1.722 -1.332
H -3.394 1.539 -2.975
H -2.220 -0.635 -4.246
H -1.018 -2.857 -3.281
H -1.985 -3.545 0.084
C -0.026 -3.885 -0.671
O -0.118 -5.075 -0.437
N 1.001 -3.290 -1.276
H 0.996 -2.276 -1.335
C 2.201 -3.980 -1.697
H 1.998 -5.047 -1.583
C 3.401 -3.524 -0.853
H 4.159 -4.308 -0.839
H 3.108 -3.305 0.173
C 3.922 -2.304 -1.605
C 3.844 -2.751 -3.063
H 4.709 -3.371 -3.301
C 2.558 -3.588 -3.145
H 1.743 -3.001 -3.569
H 2.695 -4.469 -3.770
H 3.829 -1.911 -3.755
H 3.264 -1.451 -1.434
H 4.932 -2.026 -1.308
H -0.687 -2.083 2.996
H -1.059 -3.636 2.248
H -4.252 -0.770 2.390
H -2.856 -0.419 1.343
H -4.059 1.262 3.634
*
```

In the natural (NBO) picture, each atom carries the following charge in e: -0.621, 0.213, 0.204, 0.217, -0.069, 0.188, -0.568, -0.081, -0.429, 0.212, 0.222, -0.214, -0.422, 0.702, -0.645, -0.347, 0.032, -0.056, -0.260, 0.231, -0.237, 0.196, -0.242, -0.328, 0.309, -0.380, -0.653, 0.229, 0.228, 0.229, 0.227, 0.237, 0.268, 0.257, -0.164, 0.273, -0.289, -0.324, 0.313, -0.431, -0.661, 0.219, 0.245, 0.227, 0.225, 0.231, 0.239, 0.682, -0.634, -0.631, 0.442, -0.061, 0.236, -0.406, 0.204, 0.214, -0.409, -0.404, 0.197, -0.416, 0.211, 0.216, 0.212, 0.205, 0.213, 0.215, 0.223, 0.177, 0.198, 0.164